DFT (the ωB97M-V functional and the def2-TZVPD basis) results for 2 unconnected molecules or ions with the total composition C4H12OS.

Calculated values
**Molecular weight**: 108.2 g/mol
**Multiplicity**: 1
**E_HOMO**: -8.5 eV
**Largest force on an atom**: 0.025 Eh/bohr
**Energy relative to the best compared isomer or geometry (same formula, charge and spin)**: 0.581 eV
**Frontier orbital gap**: 9.2976 eV
**Structure (SMILES)**: CCSCC.O

Each line ends with the natural charge from an NBO analysis.
Geometry (Å):
C1 0.00 0.00 0.00  -0.621
C2 -1.30 -0.57 -0.51  -0.534
S1 -1.55 -0.13 -2.26  0.180
C3 -1.29 1.67 -2.40  -0.540
C4 -2.46 2.51 -1.83  -0.628
H1 -0.15 1.09 0.05  0.199
H2 0.81 -0.21 -0.72  0.217
H3 0.31 -0.36 1.00  0.214
H4 -1.13 -1.67 -0.52  0.223
H5 -2.19 -0.37 0.11  0.212
H6 -0.27 1.98 -2.13  0.221
H7 -1.41 1.78 -3.50  0.227
H8 -2.30 2.61 -0.75  0.198
H9 -3.36 1.88 -2.00  0.218
H10 -2.65 3.51 -2.25  0.211
O1 -1.43 5.92 -2.26  -0.939
H11 -1.81 6.63 -2.83  0.472
H12 -2.18 5.62 -1.70  0.469

DFT (the ωB97M-V functional and the def2-TZVPD basis) results for 2 unconnected molecules or ions with the total composition C4H12OS2.

Calculated values
**Molecular weight**: 140.3 g/mol
**Multiplicity**: 1
**E_HOMO**: -8.8 eV
**Largest force on an atom**: 0.019 Eh/bohr
**Energy relative to the best compared isomer or geometry (same formula, charge and spin)**: 0.239 eV
**Frontier orbital gap**: 9.5390 eV
**Structure (SMILES)**: CCSSCC.O

Each line ends with the natural charge from an NBO analysis.
Geometry (Å):
C1 1.87 -0.10 -1.21  -0.626
C2 2.23 1.24 -0.53  -0.561
S1 1.83 1.34 1.21  0.105
S2 -0.12 1.81 1.27  0.071
C3 -1.07 0.25 1.13  -0.524
C4 -2.54 0.68 1.22  -0.626
H1 1.21 -0.70 -0.60  0.207
H2 2.76 -0.70 -1.38  0.209
H3 1.47 0.08 -2.20  0.214
H4 1.77 2.07 -1.07  0.224
H5 3.30 1.41 -0.64  0.224
H6 -0.84 -0.21 0.18  0.219
H7 -0.83 -0.38 1.97  0.211
H8 -3.19 -0.11 1.53  0.221
H9 -2.88 1.10 0.27  0.215
H10 -2.71 1.49 1.94  0.215
O1 -1.07 -3.04 -1.23  -0.942
H11 -1.03 -3.39 -0.34  0.472
H12 -0.17 -2.83 -1.51  0.472

DFT (the ωB97M-V functional and the def2-TZVPD basis) results for 2 unconnected molecules or ions with the total composition C4H12OS2.

Calculated values
**Molecular weight**: 140.3 g/mol
**Multiplicity**: 1
**E_HOMO**: -8.8 eV
**Largest force on an atom**: 0.035 Eh/bohr
**Energy relative to the best compared isomer or geometry (same formula, charge and spin)**: 0.559 eV
**Frontier orbital gap**: 9.5216 eV
**Structure (SMILES)**: CCSSCC.O

Each line ends with the natural charge from an NBO analysis.
Geometry (Å):
C1 3.13 0.40 -0.61  -0.614
C2 2.11 -0.07 -1.63  -0.554
S1 0.83 -1.15 -0.97  0.103
S2 -0.74 -0.50 -2.01  0.100
C3 -1.35 0.77 -0.87  -0.558
C4 -1.69 0.20 0.54  -0.622
H1 2.81 1.14 0.15  0.212
H2 3.99 0.82 -1.15  0.214
H3 3.45 -0.52 -0.09  0.203
H4 1.72 0.89 -2.04  0.222
H5 2.63 -0.60 -2.45  0.214
H6 -0.61 1.60 -0.85  0.209
H7 -2.34 1.22 -1.11  0.229
H8 -2.28 -0.73 0.50  0.220
H9 -2.28 0.98 1.04  0.198
H10 -0.78 0.01 1.14  0.224
O1 -2.62 -1.66 3.21  -0.939
H11 -3.28 -0.95 3.03  0.470
H12 -2.70 -1.84 4.17  0.471

DFT (the ωB97M-V functional and the def2-TZVPD basis) results for 2 unconnected molecules or ions with the total composition C4H12OS2.

Calculated values
**Molecular weight**: 140.3 g/mol
**Multiplicity**: 1
**E_HOMO**: -7.7 eV
**Largest force on an atom**: 0.073 Eh/bohr
**Energy relative to the best compared isomer or geometry (same formula, charge and spin)**: 2.040 eV
**Frontier orbital gap**: 8.2516 eV
**Structure (SMILES)**: CCSSCC.O

Each line ends with the natural charge from an NBO analysis.
Geometry (Å):
C1 -2.12 -0.06 -0.77  -0.639
C2 -2.35 0.76 0.62  -0.479
S1 -0.77 1.10 1.65  0.023
S2 0.44 -0.15 0.79  0.055
C3 2.01 0.76 0.43  -0.505
C4 2.37 -0.18 -0.81  -0.640
H1 -2.52 0.65 -1.48  0.217
H2 -2.58 -1.06 -0.63  0.222
H3 -1.15 -0.16 -1.17  0.220
H4 -2.90 0.10 1.33  0.216
H5 -2.76 1.72 0.49  0.211
H6 1.78 1.80 0.21  0.225
H7 2.80 0.55 1.20  0.223
H8 3.21 0.31 -1.39  0.215
H9 1.61 -0.58 -1.55  0.222
H10 2.78 -1.04 -0.37  0.212
O1 0.67 -2.59 -3.21  -0.919
H11 0.21 -2.49 -4.08  0.462
H12 0.08 -1.96 -2.76  0.459

DFT (the ωB97M-V functional and the def2-TZVPD basis) results for 2 unconnected molecules or ions with the total composition C4H12OS2.

Calculated values
**Molecular weight**: 140.3 g/mol
**Multiplicity**: 1
**E_HOMO**: -8.8 eV
**Largest force on an atom**: 0.032 Eh/bohr
**Energy relative to the best compared isomer or geometry (same formula, charge and spin)**: 0.315 eV
**Frontier orbital gap**: 9.3598 eV
**Structure (SMILES)**: CCCSSC.O

Each line ends with the natural charge from an NBO analysis.
Geometry (Å):
C1 1.51 2.54 -0.50  -0.611
C2 1.45 1.32 0.42  -0.414
C3 0.22 1.24 1.33  -0.547
S1 -1.38 0.87 0.58  0.097
S2 -1.20 -0.84 -0.47  0.090
C4 -1.51 -2.13 0.78  -0.762
H1 1.77 3.40 0.14  0.192
H2 2.30 2.48 -1.23  0.215
H3 0.52 2.76 -0.90  0.212
H4 1.51 0.46 -0.24  0.220
H5 2.34 1.32 1.05  0.202
H6 0.49 0.51 2.10  0.214
H7 0.07 2.21 1.83  0.224
H8 -2.43 -2.68 0.59  0.220
H9 -0.73 -2.87 0.92  0.215
H10 -1.65 -1.65 1.75  0.233
O1 2.74 -2.06 -1.75  -0.944
H11 3.03 -2.46 -2.60  0.474
H12 2.51 -2.76 -1.15  0.471

DFT (the ωB97M-V functional and the def2-TZVPD basis) results for C4H12P2 in the gas phase.

Calculated values
**Molecular weight**: 122.1 g/mol
**Multiplicity**: 1
**E_HOMO**: -7.3 eV
**Largest force on an atom**: 0.125 Eh/bohr
**Energy relative to the best compared isomer or geometry (same formula, charge and spin)**: 3.502 eV
**Frontier orbital gap**: 6.7538 eV
**Structure (SMILES)**: CC(C)(C)P=[PH3]

Each line ends with the natural charge from an NBO analysis.
Geometry (Å):
C1 0.57 0.98 -0.79  -0.621
C2 0.46 -0.43 -0.11  -0.240
C3 0.66 -0.30 1.39  -0.653
C4 1.68 -1.22 -0.64  -0.630
P1 -1.18 -1.30 -0.74  0.031
P2 -2.52 -0.08 0.56  0.237
H1 1.57 1.14 -0.47  0.201
H2 0.60 0.73 -1.87  0.214
H3 -0.22 1.56 -0.58  0.200
H4 0.29 -1.22 1.90  0.221
H5 0.32 0.65 1.76  0.207
H6 1.69 -0.22 1.60  0.207
H7 2.56 -0.86 -0.28  0.205
H8 1.56 -2.34 -0.43  0.210
H9 1.62 -1.35 -1.75  0.217
H10 -3.67 -0.79 0.64  0.010
H11 -1.94 -0.32 1.82  -0.001
H12 -3.26 1.32 1.14  -0.016

DFT (the ωB97M-V functional and the def2-TZVPD basis) results for 2 unconnected molecules or ions with the total composition C4H12S.

Calculated values
**Molecular weight**: 92.2 g/mol
**Multiplicity**: 1
**E_HOMO**: -8.6 eV
**Largest force on an atom**: 0.068 Eh/bohr
**Energy relative to the best compared isomer or geometry (same formula, charge and spin)**: 1.467 eV
**Frontier orbital gap**: 9.4796 eV
**Structure (SMILES)**: CSC.CC

Each line ends with the natural charge from an NBO analysis.
Geometry (Å):
C1 -1.95 -1.13 -3.21  -0.743
S1 -2.49 -0.11 -1.80  0.124
C2 -1.80 -0.70 -0.10  -0.711
H1 -2.76 -1.79 -3.46  0.217
H2 -1.65 -0.46 -4.05  0.234
H3 -1.11 -1.83 -3.02  0.226
H4 -2.38 -1.63 0.41  0.215
H5 -1.83 0.05 0.63  0.222
H6 -0.70 -0.89 -0.18  0.217
C3 2.18 0.48 2.33  -0.610
C4 1.97 1.62 1.34  -0.614
H7 2.29 -0.54 1.85  0.207
H8 3.22 0.63 2.91  0.199
H9 1.38 0.58 3.06  0.208
H10 2.84 2.10 0.96  0.208
H11 1.23 2.29 1.87  0.202
H12 1.54 1.31 0.47  0.201

DFT (the ωB97M-V functional and the def2-TZVPD basis) results for 2 unconnected molecules or ions with the total composition C4H12S.

Calculated values
**Molecular weight**: 92.2 g/mol
**Multiplicity**: 1
**E_HOMO**: -9.1 eV
**Largest force on an atom**: 0.063 Eh/bohr
**Energy relative to the best compared isomer or geometry (same formula, charge and spin)**: 1.848 eV
**Frontier orbital gap**: 10.0137 eV
**Structure (SMILES)**: CCC.CS

Each line ends with the natural charge from an NBO analysis.
Geometry (Å):
C1 1.04 1.95 -2.16  -0.641
C2 0.12 1.92 -0.85  -0.423
C3 0.34 0.54 -0.13  -0.619
H1 1.45 2.99 -2.53  0.217
H2 0.66 1.44 -3.10  0.215
H3 2.14 1.49 -2.05  0.203
H4 -0.98 1.76 -1.21  0.212
H5 0.31 2.85 -0.26  0.217
H6 0.00 0.33 0.89  0.220
H7 -0.46 -0.22 -0.63  0.185
H8 1.31 0.09 -0.35  0.212
C4 -1.38 -2.49 2.42  -0.734
S1 0.28 -2.98 1.62  -0.087
H9 -1.26 -2.39 3.58  0.230
H10 -1.65 -1.39 2.11  0.238
H11 -2.04 -3.37 2.28  0.229
H12 0.13 -2.50 0.38  0.126

DFT (the ωB97M-V functional and the def2-TZVPD basis) results for 2 unconnected molecules or ions with the total composition C4H12S.

Calculated values
**Molecular weight**: 92.2 g/mol
**Multiplicity**: 1
**E_HOMO**: -9.0 eV
**Largest force on an atom**: 0.082 Eh/bohr
**Energy relative to the best compared isomer or geometry (same formula, charge and spin)**: 1.503 eV
**Frontier orbital gap**: 9.9539 eV
**Structure (SMILES)**: CCC.CS

Each line ends with the natural charge from an NBO analysis.
Geometry (Å):
C1 4.94 2.18 0.45  -0.624
C2 5.21 0.96 -0.47  -0.408
C3 4.25 -0.34 -0.09  -0.606
H1 3.82 2.41 0.19  0.207
H2 5.48 3.10 0.14  0.217
H3 5.12 1.88 1.50  0.218
H4 6.22 0.44 -0.46  0.197
H5 4.87 0.87 -1.48  0.208
H6 3.30 -0.13 -0.43  0.191
H7 4.57 -1.31 -0.56  0.204
H8 4.33 -0.65 0.99  0.195
C4 -3.67 -0.71 -0.12  -0.763
S1 -5.43 -0.96 0.14  -0.027
H9 -3.14 -0.74 0.84  0.213
H10 -3.01 -1.36 -0.75  0.238
H11 -3.53 0.33 -0.28  0.217
H12 -5.50 -2.03 -0.63  0.121

DFT (the ωB97M-V functional and the def2-TZVPD basis) results for 2 unconnected molecules or ions with the total composition C4H12S.

Calculated values
**Molecular weight**: 92.2 g/mol
**Multiplicity**: 1
**E_HOMO**: -8.5 eV
**Largest force on an atom**: 0.035 Eh/bohr
**Energy relative to the best compared isomer or geometry (same formula, charge and spin)**: 0.318 eV
**Frontier orbital gap**: 9.4745 eV
**Structure (SMILES)**: CSC.CC

Each line ends with the natural charge from an NBO analysis.
Geometry (Å):
C1 1.20 -2.71 1.29  -0.756
S1 1.20 -1.34 2.44  0.187
C2 1.47 0.00 1.25  -0.733
H1 0.42 -2.59 0.53  0.209
H2 1.12 -3.65 1.84  0.233
H3 2.12 -2.76 0.72  0.208
H4 1.54 0.90 1.84  0.230
H5 2.40 -0.15 0.69  0.209
H6 0.66 -0.05 0.53  0.211
C3 -1.55 2.28 -1.13  -0.619
C4 -1.50 0.85 -1.63  -0.622
H7 -1.23 2.98 -1.90  0.210
H8 -2.54 2.55 -0.73  0.211
H9 -0.90 2.43 -0.26  0.206
H10 -2.34 0.23 -1.32  0.209
H11 -0.58 0.29 -1.43  0.200
H12 -1.50 0.73 -2.72  0.206

DFT (the ωB97M-V functional and the def2-TZVPD basis) results for 2 unconnected molecules or ions with the total composition C4H12S.

Calculated values
**Molecular weight**: 92.2 g/mol
**Multiplicity**: 1
**E_HOMO**: -9.0 eV
**Largest force on an atom**: 0.053 Eh/bohr
**Energy relative to the best compared isomer or geometry (same formula, charge and spin)**: 1.230 eV
**Frontier orbital gap**: 9.8652 eV
**Structure (SMILES)**: CCS.CC

Each line ends with the natural charge from an NBO analysis.
Geometry (Å):
C1 0.42 2.30 -2.33  -0.631
C2 -0.36 1.51 -1.24  -0.495
S1 -1.69 2.67 -0.55  -0.104
H1 -0.22 2.59 -3.13  0.211
H2 1.30 1.84 -2.73  0.216
H3 0.83 3.32 -1.97  0.213
H4 -0.95 0.60 -1.76  0.214
H5 0.20 1.01 -0.37  0.238
H6 -2.16 3.42 -1.65  0.138
C3 0.37 -2.04 2.55  -0.603
C4 0.21 -2.88 1.30  -0.621
H7 1.28 -1.39 2.50  0.194
H8 0.46 -2.69 3.43  0.197
H9 -0.42 -1.30 2.85  0.206
H10 1.11 -3.47 1.07  0.209
H11 -0.70 -3.36 1.51  0.215
H12 0.31 -2.13 0.51  0.203

DFT (the ωB97M-V functional and the def2-TZVPD basis) results for 2 unconnected molecules or ions with the total composition C4H12S.

Calculated values
**Molecular weight**: 92.2 g/mol
**Multiplicity**: 1
**E_HOMO**: -8.4 eV
**Largest force on an atom**: 0.026 Eh/bohr
**Energy relative to the best compared isomer or geometry (same formula, charge and spin)**: 0.245 eV
**Frontier orbital gap**: 9.4259 eV
**Structure (SMILES)**: CSC.CC

Each line ends with the natural charge from an NBO analysis.
Geometry (Å):
C1 -0.35 1.18 2.10  -0.743
S1 0.69 -0.19 2.68  0.179
C2 -0.04 -1.62 1.92  -0.755
H1 0.31 2.03 1.91  0.225
H2 -0.90 0.94 1.21  0.219
H3 -1.02 1.51 2.89  0.214
H4 0.28 -2.47 2.51  0.234
H5 0.21 -1.69 0.87  0.212
H6 -1.13 -1.62 2.06  0.215
C3 0.38 0.39 -1.51  -0.603
C4 0.14 0.11 -3.00  -0.601
H7 0.93 1.31 -1.37  0.208
H8 -0.58 0.53 -1.00  0.193
H9 0.85 -0.51 -1.12  0.203
H10 1.06 -0.20 -3.48  0.201
H11 -0.25 0.99 -3.51  0.200
H12 -0.57 -0.69 -3.17  0.200